Run one
Here is a single C2H3NO3 molecule from the Open Molecules 2025 dataset. Energies are from wB97M-V/def2-TZVPD.

Output
gap between HOMO and LUMO: 9.807 eV
HOMO energy: -9.71 eV

Each line ends with the natural charge from an NBO analysis.
Element x y z (Å)
N (-1.137, 0.995, 0.153)  -0.560
O (0.266, 0.969, 0.208)  -0.353
C (0.722, -0.270, -0.160)  0.673
O (0.039, -1.212, -0.388)  -0.556
C (2.290, -0.065, -0.354)  0.359
O (3.000, 0.445, 0.461)  -0.448
H (-1.494, 1.863, 0.313)  0.369
H (-1.541, 0.110, 0.580)  0.382
H (2.475, -0.208, -1.425)  0.134

---

Run two
Here is a single C2H3NO3 molecule from the Open Molecules 2025 dataset. Energies are from wB97M-V/def2-TZVPD.

Output
gap between HOMO and LUMO: 10.131 eV
HOMO energy: -10.81 eV

Each line ends with the natural charge from an NBO analysis.
Element x y z (Å)
C (0.172, 0.078, -0.027)  -0.751
C (1.327, -0.359, -0.814)  0.647
O (2.421, 0.044, -0.785)  -0.429
N (1.049, -1.717, -1.660)  0.451
O (-0.065, -2.149, -1.621)  -0.363
O (1.990, -2.205, -2.262)  -0.346
H (-0.247, -0.578, 0.882)  0.280
H (-0.667, 0.216, -0.758)  0.264
H (0.489, 0.979, 0.412)  0.245

---

Run three
Here is 2 unconnected molecules or ions with the total composition C2H3NO3 from the Open Molecules 2025 dataset. Energies are from wB97M-V/def2-TZVPD.

Output
gap between HOMO and LUMO (alpha / beta): 8.407 / 8.054 eV
HOMO energy (alpha / beta): -8.59 / -8.40 eV

Each line ends with the natural charge from an NBO analysis.
Element x y z (Å)
C (-0.910, 0.065, -0.904)  -0.169
C (0.292, 0.678, -0.561)  0.205
N (0.661, -0.355, 1.502)  0.446
O (1.276, 0.220, 2.310)  -0.373
O (0.279, -1.460, 1.449)  -0.388
O (0.429, -0.329, -1.349)  -0.397
H (-1.261, -0.645, -0.102)  0.239
H (-1.601, 0.268, -1.855)  0.223
H (0.836, 1.559, -0.490)  0.216

---

Run four
Here is a single C2H3NO3 molecule from the Open Molecules 2025 dataset. Energies are from wB97M-V/def2-TZVPD.

Output
gap between HOMO and LUMO: 10.006 eV
HOMO energy: -9.65 eV

Each line ends with the natural charge from an NBO analysis.
Element x y z (Å)
O (1.751, -1.030, 0.402)  -0.498
C (1.590, -0.096, -0.278)  0.379
C (0.067, 0.567, -0.358)  0.535
O (-0.058, 1.549, -1.021)  -0.582
N (-0.698, -0.164, 0.449)  -0.326
O (-2.074, -0.223, 0.705)  -0.534
H (2.327, 0.300, -0.906)  0.135
H (-0.338, -0.811, 1.120)  0.412
H (-2.568, -0.091, -0.112)  0.480

---

Order of stability, best first: run four, run one, run two, run three

---

Run one
Here is a single C2H3NO3 molecule from the Open Molecules 2025 dataset. Energies are from wB97M-V/def2-TZVPD.

Output
gap between HOMO and LUMO: 10.286 eV
HOMO energy: -10.33 eV

Each line ends with the natural charge from an NBO analysis.
Element x y z (Å)
O (-2.172, -0.757, 0.248)  -0.484
C (-1.112, -0.355, -0.103)  0.437
C (0.070, 0.082, 0.633)  -0.193
O (-0.245, 0.344, 1.939)  -0.368
N (-0.283, -0.796, 2.735)  0.358
O (-0.516, -0.600, 3.883)  -0.256
H (-0.862, -0.138, -1.244)  0.069
H (0.403, 0.940, 0.248)  0.220
H (0.865, -0.721, 0.349)  0.217

---

Run two
Here is 2 unconnected molecules or ions with the total composition C2H3NO3 from the Open Molecules 2025 dataset. Energies are from wB97M-V/def2-TZVPD.

Output
gap between HOMO and LUMO: 10.664 eV
HOMO energy: -9.99 eV

Each line ends with the natural charge from an NBO analysis.
Element x y z (Å)
N (0.147, 0.046, -1.033)  -0.840
C (0.840, 0.204, 0.028)  0.814
C (-1.879, -0.750, 0.365)  0.473
O (1.656, 1.254, 0.125)  -0.661
O (0.752, -0.470, 1.163)  -0.686
O (-2.776, -0.110, 0.108)  -0.454
H (1.662, 1.709, -0.728)  0.506
H (-0.274, -0.870, -1.150)  0.351
H (-0.129, -1.013, 1.122)  0.498

---

Order of stability, best first: run two, run one

---

Run one
Here is a molecular structure, C40H33AsF12MnN3O5 from the Open Molecules 2025 dataset. Energies are from wB97M-V/def2-TZVPD.

Output
gap between HOMO and LUMO (alpha / beta): 6.988 / 7.170 eV
spin multiplicity: 5
HOMO energy (alpha / beta): -6.83 / -7.01 eV

Each line ends with the Löwdin spin population.
Element x y z (Å)
Mn (0.057, 0.734, -0.226)  3.774
C (-5.407, -3.077, -0.937)  0.000
C (-4.427, -1.935, -0.811)  0.001
C (-4.361, -0.919, -1.757)  0.000
C (-3.479, 0.132, -1.598)  0.001
C (-2.626, 0.215, -0.497)  0.005
N (-1.741, 1.308, -0.359)  -0.004
C (-2.205, 2.601, -0.597)  0.000
C (-3.575, 2.865, -0.434)  0.005
C (-4.129, 4.094, -0.711)  -0.002
C (-3.340, 5.154, -1.149)  0.009
C (-3.932, 6.507, -1.459)  0.002
C (-1.980, 4.923, -1.237)  -0.001
C (-1.389, 3.687, -0.952)  0.010
C (0.144, 3.597, -0.931)  0.010
O (0.685, 2.346, -0.923)  0.049
C (0.774, 4.297, -2.181)  0.000
F (0.805, 5.637, -2.081)  0.000
F (2.030, 3.895, -2.399)  0.000
F (0.074, 3.987, -3.290)  0.000
C (0.667, 4.316, 0.360)  0.003
F (0.135, 5.521, 0.576)  0.001
F (2.002, 4.461, 0.329)  0.000
F (0.375, 3.555, 1.435)  0.002
C (-2.639, -0.831, 0.432)  0.002
C (-3.555, -1.868, 0.266)  0.000
C (-1.613, -0.799, 1.585)  0.007
O (-0.330, -0.531, 1.154)  0.030
C (-2.052, 0.264, 2.675)  0.002
F (-1.560, -0.021, 3.895)  0.000
F (-3.388, 0.319, 2.788)  0.000
F (-1.615, 1.490, 2.375)  0.002
C (-1.512, -2.173, 2.308)  0.000
F (-1.306, -3.168, 1.438)  0.000
F (-0.473, -2.199, 3.157)  0.000
F (-2.611, -2.462, 3.029)  0.000
H (-5.860, -3.094, -1.930)  0.000
H (-6.214, -2.989, -0.204)  0.000
H (-4.918, -4.039, -0.770)  0.000
H (-5.013, -0.946, -2.624)  0.000
H (-3.457, 0.932, -2.330)  0.000
H (-4.213, 2.063, -0.083)  0.000
H (-5.197, 4.237, -0.571)  0.000
H (-4.912, 6.407, -1.928)  0.000
H (-3.289, 7.070, -2.137)  0.000
H (-4.061, 7.106, -0.553)  0.001
H (-1.351, 5.759, -1.518)  0.000
H (-3.615, -2.662, 0.993)  0.000
C (-0.197, -2.925, -4.696)  0.000
O (-0.252, -2.821, -3.275)  0.001
C (-0.202, -1.614, -2.685)  0.002
O (-0.326, -1.510, -1.491)  0.019
N (-0.017, -0.536, -3.502)  0.002
N (0.160, 0.671, -2.840)  0.025
H (-0.308, -3.979, -4.922)  0.000
H (0.765, -2.583, -5.088)  0.000
H (-1.012, -2.370, -5.163)  0.000
H (0.234, -0.629, -4.467)  0.001
H (-0.500, 1.373, -3.143)  0.000
H (1.108, 1.015, -2.893)  0.000
O (1.884, 0.046, -0.171)  0.026
As (2.380, -1.074, 0.982)  0.006
C (1.964, -2.898, 0.585)  0.001
C (2.214, -3.263, -0.735)  0.000
C (2.037, -4.578, -1.124)  0.000
C (1.626, -5.527, -0.193)  0.000
C (1.390, -5.158, 1.123)  0.000
C (1.554, -3.837, 1.518)  0.000
C (2.116, -0.466, 2.771)  0.001
C (1.785, 0.876, 2.926)  0.002
C (1.657, 1.398, 4.203)  0.000
C (1.866, 0.585, 5.309)  0.000
C (2.210, -0.750, 5.144)  0.000
C (2.342, -1.282, 3.870)  0.000
C (4.294, -1.078, 0.740)  -0.001
C (5.094, -2.003, 1.399)  0.000
C (6.465, -1.995, 1.200)  0.000
C (7.035, -1.064, 0.339)  0.000
C (6.235, -0.141, -0.320)  0.000
C (4.860, -0.144, -0.120)  0.000
H (2.540, -2.516, -1.448)  0.000
H (2.220, -4.868, -2.151)  0.000
H (1.484, -6.557, -0.498)  0.000
H (1.062, -5.895, 1.845)  0.000
H (1.338, -3.549, 2.537)  0.000
H (1.624, 1.506, 2.064)  0.002
H (1.386, 2.439, 4.331)  0.000
H (1.760, 0.994, 6.307)  0.000
H (2.369, -1.382, 6.009)  0.000
H (2.603, -2.325, 3.745)  0.000
H (4.649, -2.738, 2.062)  0.000
H (7.090, -2.715, 1.714)  0.000
H (8.108, -1.062, 0.183)  0.000
H (6.682, 0.587, -0.987)  0.000
H (4.222, 0.575, -0.616)  0.000

---

Run two
Here is a molecular structure, C40H33AsF12MnN3O5 from the Open Molecules 2025 dataset. Energies are from wB97M-V/def2-TZVPD.

Output
gap between HOMO and LUMO (alpha / beta): 6.519 / 6.994 eV
spin multiplicity: 5
HOMO energy (alpha / beta): -6.78 / -6.94 eV

Each line ends with the Löwdin spin population.
Element x y z (Å)
Mn (0.426, -0.424, 0.558)  3.834
C (-3.921, 4.522, 1.722)  -0.001
C (-2.939, 3.385, 1.814)  -0.004
C (-1.740, 3.518, 2.504)  0.001
C (-0.895, 2.440, 2.658)  -0.004
C (-1.179, 1.193, 2.080)  0.006
N (-0.303, 0.111, 2.240)  -0.028
C (0.247, -0.077, 3.512)  -0.003
C (-0.465, 0.360, 4.647)  0.004
C (0.078, 0.344, 5.911)  -0.002
C (1.374, -0.113, 6.121)  0.009
C (2.022, -0.056, 7.479)  0.002
C (2.030, -0.670, 5.038)  -0.001
C (1.484, -0.697, 3.756)  0.008
C (2.234, -1.457, 2.666)  0.012
O (1.801, -1.298, 1.393)  0.052
C (3.765, -1.120, 2.702)  0.003
F (4.325, -1.305, 1.502)  0.001
F (4.450, -1.899, 3.575)  0.000
F (4.002, 0.149, 3.061)  0.000
C (2.064, -2.985, 2.966)  0.001
F (2.243, -3.335, 4.249)  0.000
F (0.816, -3.358, 2.631)  0.000
F (2.913, -3.733, 2.236)  0.000
C (-2.335, 1.087, 1.294)  -0.003
C (-3.215, 2.162, 1.215)  0.001
C (-2.496, -0.186, 0.454)  0.004
O (-1.386, -0.404, -0.338)  0.022
C (-3.704, -0.077, -0.501)  0.000
F (-4.893, 0.013, 0.123)  0.000
F (-3.586, 1.013, -1.286)  0.000
F (-3.776, -1.135, -1.325)  0.000
C (-2.762, -1.439, 1.392)  0.002
F (-3.690, -2.287, 0.907)  0.000
F (-1.654, -2.180, 1.553)  0.006
F (-3.191, -1.081, 2.612)  0.001
H (-3.450, 5.468, 1.988)  0.000
H (-4.753, 4.359, 2.409)  0.000
H (-4.332, 4.603, 0.715)  0.000
H (-1.471, 4.477, 2.933)  0.000
H (0.024, 2.541, 3.220)  0.000
H (-1.473, 0.724, 4.510)  0.000
H (-0.508, 0.708, 6.747)  -0.001
H (1.760, 0.867, 7.996)  0.000
H (3.106, -0.105, 7.389)  0.000
H (1.695, -0.892, 8.102)  0.001
H (3.006, -1.101, 5.214)  0.000
H (-4.142, 2.077, 0.668)  0.000
C (3.032, 4.762, 0.445)  0.000
O (2.994, 3.479, 1.057)  0.001
C (2.031, 2.599, 0.753)  0.002
O (2.021, 1.506, 1.262)  0.020
N (1.056, 3.021, -0.107)  0.001
N (0.126, 2.061, -0.486)  0.021
H (3.890, 5.268, 0.877)  0.000
H (2.127, 5.336, 0.658)  0.000
H (3.179, 4.680, -0.635)  0.000
H (1.185, 3.832, -0.686)  0.001
H (0.345, 1.630, -1.369)  0.000
H (-0.819, 2.423, -0.470)  0.000
O (1.146, -0.681, -1.364)  0.022
As (0.313, -1.202, -2.702)  0.004
C (1.723, -1.327, -4.045)  0.000
C (3.001, -1.689, -3.629)  0.000
C (4.053, -1.676, -4.531)  0.000
C (3.833, -1.297, -5.848)  0.000
C (2.559, -0.946, -6.269)  0.000
C (1.503, -0.968, -5.371)  0.000
C (-0.874, -0.011, -3.675)  0.001
C (-2.073, -0.446, -4.216)  0.000
C (-2.852, 0.432, -4.956)  0.000
C (-2.437, 1.740, -5.151)  0.000
C (-1.210, 2.160, -4.656)  0.000
C (-0.419, 1.276, -3.943)  0.000
C (-0.495, -2.934, -2.525)  0.001
C (-0.979, -3.590, -3.651)  0.000
C (-1.624, -4.806, -3.500)  0.000
C (-1.752, -5.371, -2.238)  0.000
C (-1.216, -4.738, -1.127)  0.000
C (-0.588, -3.510, -1.266)  0.002
H (3.160, -1.963, -2.592)  0.000
H (5.047, -1.957, -4.210)  0.000
H (4.656, -1.279, -6.551)  0.000
H (2.384, -0.646, -7.295)  0.000
H (0.509, -0.696, -5.702)  0.000
H (-2.406, -1.461, -4.055)  0.000
H (-3.793, 0.100, -5.373)  0.000
H (-3.063, 2.428, -5.703)  0.000
H (-0.862, 3.167, -4.847)  0.000
H (0.582, 1.561, -3.635)  0.000
H (-0.844, -3.152, -4.634)  0.000
H (-2.024, -5.316, -4.366)  0.000
H (-2.273, -6.313, -2.125)  0.000
H (-1.289, -5.197, -0.150)  0.000
H (-0.173, -2.992, -0.408)  0.002

---

Order of stability, best first: run one, run two

---

Run one
Here is a single C7H17N molecule from the Open Molecules 2025 dataset. Energies are from wB97M-V/def2-TZVPD.

Output
gap between HOMO and LUMO: 9.690 eV
HOMO energy: -8.59 eV

Each line ends with the natural charge from an NBO analysis.
Element x y z (Å)
C (0.502, -1.017, -2.811)  -0.596
C (-0.135, -1.156, -1.409)  -0.224
C (0.285, -2.387, -0.682)  -0.616
C (0.062, 0.145, -0.585)  -0.211
N (-1.007, 0.246, 0.396)  -0.630
C (-0.773, 1.181, 1.520)  -0.037
C (0.277, 0.658, 2.512)  -0.633
C (-0.292, 2.576, 0.979)  -0.622
H (1.559, -0.754, -2.753)  0.201
H (0.318, -1.976, -3.297)  0.207
H (-0.024, -0.223, -3.334)  0.208
H (-1.211, -1.209, -1.622)  0.199
H (-0.249, -2.592, 0.258)  0.203
H (0.150, -3.303, -1.258)  0.214
H (1.301, -2.323, -0.268)  0.205
H (0.074, 0.977, -1.287)  0.186
H (1.081, 0.101, -0.173)  0.157
H (-1.202, -0.680, 0.768)  0.353
H (-1.692, 1.407, 2.059)  0.188
H (1.270, 0.838, 2.110)  0.203
H (0.169, -0.405, 2.747)  0.203
H (0.139, 1.121, 3.493)  0.212
H (-0.806, 3.290, 1.626)  0.211
H (0.783, 2.721, 1.060)  0.202
H (-0.580, 2.764, -0.048)  0.217

---

Run two
Here is 2 unconnected molecules or ions with the total composition C7H17N from the Open Molecules 2025 dataset. Energies are from wB97M-V/def2-TZVPD.

Output
gap between HOMO and LUMO: 8.051 eV
HOMO energy: -7.99 eV

Each line ends with the natural charge from an NBO analysis.
Element x y z (Å)
C (-1.368, 0.967, -2.222)  -0.616
C (-0.967, 1.330, -0.802)  -0.341
C (0.345, 2.178, -0.731)  -0.616
C (-0.757, 0.087, 0.041)  0.245
N (-0.044, 0.050, 1.168)  -0.499
C (0.743, -1.132, 0.757)  -0.082
C (1.461, -1.276, -0.661)  -0.629
C (-0.024, -2.413, 1.316)  -0.631
H (-0.509, 0.590, -2.802)  0.208
H (-1.489, 1.893, -2.823)  0.226
H (-2.162, 0.230, -2.220)  0.213
H (-1.660, 2.077, -0.372)  0.245
H (1.108, 1.909, -1.466)  0.196
H (0.754, 2.010, 0.258)  0.244
H (0.189, 3.234, -0.949)  0.207
H (-1.642, -0.571, -0.017)  0.168
H (1.590, -1.213, 1.468)  0.207
H (2.110, -2.170, -0.645)  0.219
H (0.776, -1.342, -1.503)  0.199
H (2.053, -0.380, -0.734)  0.217
H (-0.413, -2.113, 2.292)  0.215
H (0.722, -3.172, 1.573)  0.209
H (-0.856, -2.678, 0.688)  0.198
H (-0.142, 1.096, 4.495)  -0.018
H (0.179, 0.807, 3.891)  0.016

---

Run three
Here is 2 unconnected molecules or ions with the total composition C7H17N from the Open Molecules 2025 dataset. Energies are from wB97M-V/def2-TZVPD.

Output
gap between HOMO and LUMO: 6.078 eV
HOMO energy: -6.88 eV

Each line ends with the natural charge from an NBO analysis.
Element x y z (Å)
C (0.885, 1.099, 1.593)  -0.203
N (-0.398, 0.897, 0.904)  -0.699
C (-0.430, 0.952, -0.515)  0.060
C (-1.289, 0.046, -1.327)  -0.360
C (-0.720, 0.011, -2.703)  -0.509
C (-1.682, -1.294, -0.669)  -0.597
C (1.881, 0.007, 1.209)  -0.423
C (1.402, -1.388, 1.603)  -0.619
H (0.715, 1.160, 2.666)  0.196
H (1.395, 2.028, 1.289)  0.165
H (-1.033, 1.616, 1.243)  0.362
H (1.372, -0.146, -2.253)  0.002
H (-0.358, 1.965, -0.919)  0.150
H (-2.297, 0.487, -1.424)  0.295
H (0.417, -0.188, -2.380)  0.068
H (-0.717, 0.926, -3.293)  0.211
H (-1.016, -0.789, -3.390)  0.211
H (-2.298, -1.877, -1.354)  0.210
H (-0.867, -1.840, -0.211)  0.222
H (-2.403, -0.981, 0.091)  0.213
H (2.858, 0.206, 1.653)  0.201
H (2.048, 0.057, 0.134)  0.224
H (1.872, -2.202, 1.053)  0.210
H (0.345, -1.510, 1.354)  0.210
H (1.419, -1.496, 2.687)  0.200

---

Order of stability, best first: run one, run two, run three